Run 1
The following is a quantum chemistry calculation of a cluster of 2 separate species, C9H14 in total, from OMol25.

```
! wB97M-V def2-TZVPD RIJCOSX def2/J DEFGRID3
* xyz 0 1
C -0.495 1.926 3.398
C 0.969 2.108 2.954
H -0.613 1.014 3.985
H -0.832 2.712 4.070
H -1.198 1.805 2.574
H 1.540 1.189 3.085
H 0.979 2.328 1.895
H 1.442 2.867 3.574
C -1.367 0.455 -2.829
C 0.973 -1.689 0.120
C 1.292 -0.400 -0.248
C -0.228 -2.225 -0.363
C 0.515 0.307 -1.163
C -0.941 -1.559 -1.338
C -0.560 -0.291 -1.808
H 1.593 -2.315 0.741
H 2.134 0.147 0.167
H -0.685 -3.083 0.114
H 0.815 1.328 -1.382
H -1.748 -2.030 -1.890
H -1.092 0.176 -3.849
H -1.203 1.522 -2.705
H -2.428 0.208 -2.774
*
```

Its orbital gap is 10.01 eV. As for the HOMO energy: -0.331 hartree. The value obtained for the LUMO energy is 1.0 eV.

=====

Run 2
The following is a quantum chemistry calculation of a cluster of 2 separate species, C9H14 in total, from OMol25.

```
! wB97M-V def2-TZVPD RIJCOSX def2/J DEFGRID3
* xyz 0 1
C 1.140 -2.211 -0.279
C -0.605 0.249 2.020
C 0.396 -0.417 1.335
C -1.921 -0.170 1.873
C 0.049 -1.417 0.409
C -2.281 -1.116 0.938
C -1.278 -1.674 0.132
H -0.334 1.047 2.702
H 1.462 -0.227 1.399
H -2.682 0.253 2.517
H -3.296 -1.494 0.912
H 0.769 -3.215 -0.482
H 1.995 -2.324 0.370
H -1.544 -2.315 -0.695
H 1.464 -1.745 -1.211
C 1.509 2.170 -1.869
C 0.141 2.076 -1.180
H 2.034 3.019 -1.439
H 2.036 1.231 -1.687
H 1.424 2.208 -2.956
H 0.344 1.830 -0.139
H -0.396 3.022 -1.143
H -0.429 1.218 -1.529
*
```

Its orbital gap is 10.06 eV. As for the HOMO energy: -0.333 hartree. The value obtained for the LUMO energy is 1.0 eV.

=====

Run 3
The following is a quantum chemistry calculation of a cluster of 2 separate species, C9H14 in total, from OMol25.

```
! wB97M-V def2-TZVPD RIJCOSX def2/J DEFGRID3
* xyz 0 1
C -1.765 2.724 -0.572
C -0.808 -1.279 0.636
C -1.825 -0.594 1.255
C 0.047 -0.586 -0.225
C -2.111 0.729 0.886
C -0.192 0.727 -0.568
C -1.329 1.378 -0.051
H -0.667 -2.338 0.806
H -2.462 -0.962 2.051
H 0.946 -1.051 -0.593
H -2.862 1.296 1.421
H 0.584 1.393 -0.932
H -2.525 3.141 0.090
H -2.330 2.623 -1.502
H -0.922 3.398 -0.713
C 3.037 -1.346 0.291
C 3.239 -1.527 -1.211
H 4.035 -1.340 0.743
H 2.587 -0.405 0.579
H 2.582 -2.218 0.751
H 4.257 -1.228 -1.501
H 2.664 -0.873 -1.866
H 3.218 -2.547 -1.590
*
```

Its orbital gap is 9.98 eV. As for the HOMO energy: -0.329 hartree. The value obtained for the LUMO energy is 1.0 eV.

=====

Least stable of them? run 3.